[1]
The following is a quantum chemistry calculation of C12H10AlCl4N4O3 as an isolated structure, from OMol25.

Positions of all 34 atoms, in Å:
Al  0.077  0.391  -0.066
Cl  -1.233  4.409  2.857
C  -0.186  3.180  3.556
Cl  1.336  3.906  4.106
Cl  -0.973  2.312  4.865
C  0.170  2.218  2.509
N  0.464  1.499  1.672
Cl  -0.409  -0.653  -2.299
C  -0.759  -2.174  -1.464
C  -1.661  -3.040  -2.047
C  -1.945  -4.218  -1.373
C  -1.331  -4.480  -0.156
C  -0.430  -3.580  0.391
C  -0.109  -2.387  -0.257
C  0.840  -1.369  0.311
H  -2.133  -2.800  -2.990
H  -2.650  -4.921  -1.796
H  -1.558  -5.397  0.374
H  0.042  -3.800  1.342
H  1.814  -1.460  -0.188
H  1.010  -1.582  1.366
O  -3.383  -0.391  0.967
N  -2.566  0.472  1.110
O  -2.537  1.332  1.966
O  -1.662  0.583  0.099
N  3.075  2.741  -1.430
C  2.260  2.908  -2.527
C  1.123  2.227  -2.250
N  1.241  1.654  -0.995
C  2.436  1.989  -0.531
H  4.001  3.119  -1.316
H  2.555  3.487  -3.385
H  0.234  2.122  -2.848
H  2.847  1.702  0.425

Atomic forces in eV per Å
Al 0.200 -0.231 0.507
Cl -0.001 -0.126 -0.032
C 0.000 0.205 0.334
Cl 0.018 -0.035 -0.009
Cl -0.010 0.004 -0.076
C -0.053 -0.062 -0.152
N -0.081 -0.060 -0.094
Cl 0.031 0.032 -0.207
C -0.041 -0.019 -0.065
C -0.009 -0.060 0.053
C -0.023 0.016 -0.053
C 0.013 -0.018 0.041
C 0.007 0.017 0.011
C -0.027 -0.150 0.035
C -0.013 0.037 -0.025
H 0.023 -0.002 0.039
H 0.019 0.017 0.014
H 0.009 0.027 -0.013
H -0.012 0.006 -0.024
H -0.011 0.013 -0.004
H 0.013 0.045 0.030
O 0.391 0.018 0.303
N -0.618 0.493 -0.502
O 0.294 -0.359 0.022
O 0.071 0.146 -0.092
N -0.097 -0.054 0.033
C -0.020 -0.010 0.005
C -0.027 0.067 -0.037
N -0.143 0.006 0.030
C 0.031 0.051 -0.089
H 0.054 0.018 0.002
H -0.011 -0.028 0.041
H 0.037 -0.013 0.035
H -0.012 0.010 -0.063

Calculated values
strongest force on any atom: 0.018 Eh/bohr
Kohn-Sham gap: 8.65 eV
LUMO energy: -3.04 eV
highest occupied orbital energy: -11.691 eV
energy above the lowest of the compared OMol25 structures with the same formula, charge and spin: 0.000 eV
net charge: +1

Mulliken population analysis, charges in e, atoms 1 to 4:
1 Al 0.29
2 Cl -0.05
3 C 0.87
4 Cl -0.09



[2]
The following is a quantum chemistry calculation of C12H10AsMnN5O6S as an isolated structure at a distorted geometry, from OMol25.

Positions of all 36 atoms, in Å:
Mn  -0.203  -0.130  -1.025
N  2.207  -3.358  -1.670
C  2.124  -2.039  -1.545
N  0.842  -1.725  -1.512
C  0.179  -2.929  -1.598
N  0.993  -3.936  -1.703
C  -1.274  -2.884  -1.557
C  -2.121  -3.978  -1.446
N  -3.435  -3.820  -1.390
C  -3.918  -2.589  -1.432
C  -3.083  -1.480  -1.525
N  -1.767  -1.633  -1.599
H  3.036  -3.928  -1.734
H  2.949  -1.350  -1.481
H  -1.725  -4.985  -1.393
H  -4.994  -2.475  -1.389
H  -3.470  -0.470  -1.547
O  2.152  -0.338  0.900
As  0.677  0.064  1.812
O  0.841  -0.553  3.288
O  -0.518  -0.631  0.826
C  0.610  2.013  1.810
C  0.724  2.568  3.075
C  0.781  3.949  3.228
C  0.742  4.781  2.120
C  0.620  4.238  0.851
C  0.550  2.860  0.702
S  0.253  2.291  -0.948
O  1.195  1.174  -1.302
O  0.251  3.388  -1.840
O  -1.047  1.505  -0.884
H  2.822  -0.580  1.555
H  0.776  1.899  3.925
H  0.859  4.369  4.221
H  0.800  5.853  2.241
H  0.572  4.860  -0.033

Atomic forces in eV per Å
Mn -0.687 -2.268 0.160
N 0.185 0.199 0.028
C 0.063 -0.033 -0.077
N 0.056 -0.260 0.060
C 0.336 0.470 -0.022
N -0.281 -0.313 0.004
C -0.376 -0.041 -0.050
C 0.255 0.125 -0.055
N -0.170 -0.129 0.017
C 0.080 0.025 -0.042
C -0.023 0.079 -0.089
N 0.189 0.222 0.301
H 0.026 -0.025 -0.007
H 0.016 -0.048 0.033
H 0.011 0.013 -0.019
H 0.011 0.040 0.013
H -0.012 -0.003 0.032
O -0.009 0.145 -0.158
As 0.511 -0.307 0.856
O -0.114 0.177 0.367
O 0.159 0.421 -0.985
C -0.005 -0.478 -0.184
C 0.016 -0.162 -0.139
C -0.007 0.133 -0.034
C 0.012 -0.049 0.195
C -0.009 -0.103 -0.272
C -0.059 0.035 -0.182
S 0.327 1.822 0.181
O 0.153 -0.045 -0.017
O -0.063 -0.124 0.029
O -0.557 0.349 -0.096
H -0.044 -0.006 0.045
H -0.002 0.039 0.042
H 0.017 0.018 -0.008
H -0.006 0.003 -0.011
H -0.001 0.078 0.081

Calculated values
strongest force on any atom: 0.046 Eh/bohr
Kohn-Sham gap (alpha / beta): 7.40 / 8.43 eV
LUMO energy (alpha / beta): -5.51 / -4.51 eV
highest occupied orbital energy (alpha / beta): -12.914 / -12.943 eV
energy above the lowest of the compared OMol25 structures with the same formula, charge and spin: 0.690 eV
⟨S²⟩: 6.041
net charge: +1
2S+1: 5

Mulliken population analysis, charges in e, atoms 1 to 4:
1 Mn 0.15
2 N 0.17
3 C -0.08
4 N 0.23



[3]
The following is a quantum chemistry calculation of C12H10BrIN3O3OsSSe as an isolated structure at a distorted geometry, from OMol25.

Positions of all 33 atoms, in Å:
Os  -0.942  -0.201  -1.622
N  -0.335  -2.307  -3.039
C  0.237  -3.237  -2.069
C  -0.488  -3.135  -0.720
O  -0.793  -4.133  -0.097
N  -0.688  -1.860  -0.294
C  -1.483  -1.711  0.863
C  -2.947  -1.152  0.395
O  -3.870  -1.425  1.109
O  -2.880  -0.486  -0.661
H  -1.219  -2.664  -3.397
H  0.295  -2.176  -3.828
H  1.286  -2.981  -1.899
H  0.178  -4.279  -2.402
H  -1.097  -0.934  1.529
H  -1.653  -2.649  1.400
S  2.161  -0.014  -2.893
C  1.006  0.325  -1.886
Br  2.081  3.538  -0.197
C  1.641  2.938  1.544
C  2.589  3.046  2.554
C  2.310  2.573  3.824
C  1.076  2.008  4.098
C  0.120  1.925  3.101
C  0.396  2.390  1.825
I  -1.148  2.300  0.353
H  3.539  3.509  2.331
H  3.051  2.669  4.600
H  0.847  1.640  5.084
H  -0.856  1.521  3.316
Se  -1.977  0.990  -3.459
C  -0.624  1.741  -4.406
N  0.185  2.232  -5.057

Atomic forces in eV per Å
Os 2.450 -1.658 2.955
N -0.603 1.558 0.681
C -0.022 -0.388 0.494
C 0.407 0.053 -0.255
O 0.116 -0.169 -0.115
N 0.667 1.334 -1.381
C -2.196 0.537 0.312
C 2.713 -2.357 2.622
O -1.191 0.429 0.105
O -0.216 1.681 -3.484
H 0.084 0.169 0.047
H -0.206 0.293 0.124
H -0.097 0.016 -0.076
H 0.015 0.214 0.024
H 0.181 -0.132 0.066
H 0.174 0.296 -0.155
S -0.546 1.308 2.048
C -1.387 -2.682 -3.525
Br 0.073 -0.014 0.148
C -0.083 0.013 -0.191
C 0.024 0.043 -0.223
C -0.105 0.064 -0.034
C 0.033 0.022 -0.052
C -0.238 0.010 -0.091
C -0.183 -0.085 -0.513
I 0.212 -0.482 0.175
H 0.061 -0.035 -0.005
H 0.108 -0.023 0.091
H -0.027 -0.036 0.115
H -0.111 -0.127 0.039
Se -0.831 0.036 0.519
C 0.298 -0.069 -0.268
N 0.427 0.180 -0.198

Calculated values
strongest force on any atom: 0.090 Eh/bohr
Kohn-Sham gap (alpha / beta): 5.84 / 5.26 eV
LUMO energy (alpha / beta): -2.41 / -2.79 eV
highest occupied orbital energy (alpha / beta): -8.253 / -8.044 eV
energy above the lowest of the compared OMol25 structures with the same formula, charge and spin: 3.679 eV
⟨S²⟩: 0.768
2S+1: 2

Mulliken population analysis, charges in e, atoms 1 to 4:
1 Os 1.32
2 N -0.59
3 C -0.40
4 C 0.47



[4]
The following is a quantum chemistry calculation of C12H10ClF5Sc as an isolated structure at a distorted geometry, from OMol25.

Positions of all 29 atoms, in Å:
C  -2.843  -1.249  -0.384
C  -1.874  -1.423  -1.468
C  -1.335  -0.166  -1.874
H  -1.541  -2.330  -1.981
C  -1.918  0.822  -1.036
C  -2.901  0.207  -0.123
H  -3.194  0.718  0.801
H  -3.159  -2.070  0.262
H  -0.681  0.029  -2.760
H  -1.590  1.872  -1.177
Sc  -1.125  -0.917  0.999
Cl  0.201  -2.789  1.303
C  3.050  -0.021  -0.241
C  2.555  1.201  -0.804
C  2.045  0.915  -2.104
H  2.386  2.139  -0.238
C  2.216  -0.474  -2.352
C  2.847  -1.058  -1.211
H  2.936  -2.141  -0.993
H  3.294  -0.194  0.837
H  1.411  1.596  -2.683
H  1.745  -1.045  -3.153
F  -0.791  2.206  1.628
C  -0.067  1.094  2.035
F  1.263  1.452  2.104
C  -0.576  0.559  3.331
F  -0.841  1.556  4.181
F  -1.796  -0.167  3.181
F  0.282  -0.323  3.917

Atomic forces in eV per Å
C 0.972 1.409 -1.098
C 0.054 0.398 0.351
C -1.073 -0.394 0.573
H -0.435 0.047 0.602
C -0.238 -0.456 0.424
C 2.111 -0.528 -0.911
H -0.587 -0.206 -0.488
H -0.674 0.128 -0.366
H -0.443 -0.335 1.355
H -0.670 -0.748 0.718
Sc 2.344 1.464 -1.145
Cl -0.413 0.018 0.148
C -0.650 -0.133 -0.038
C -0.353 -0.438 0.282
C -0.158 -0.253 0.626
H 0.370 -0.603 -0.534
C 0.006 -0.074 0.738
C -0.568 0.376 0.410
H 0.171 0.767 -0.338
H 0.075 0.280 -1.180
H 0.489 -0.133 -0.017
H 0.357 0.169 -0.072
F 0.177 -0.215 0.891
C -0.113 -2.236 -2.513
F -1.354 -0.271 0.529
C 1.516 1.225 1.475
F -0.551 -0.520 0.873
F 0.715 0.322 -0.615
F -1.076 0.939 -0.678

Calculated values
strongest force on any atom: 0.065 Eh/bohr
Kohn-Sham gap: 4.50 eV
LUMO energy: 1.93 eV
highest occupied orbital energy: -2.568 eV
energy above the lowest of the compared OMol25 structures with the same formula, charge and spin: 1.013 eV
net charge: -1

Mulliken population analysis, charges in e, atoms 1 to 4:
1 C -0.68
2 C -0.49
3 C -0.02
4 H 0.36



[5]
The following is a quantum chemistry calculation of C12H10InN2O12S2 as an isolated structure at a distorted geometry, from OMol25.

Positions of all 39 atoms, in Å:
In  0.410  1.890  0.648
S  1.121  5.197  0.522
O  0.497  4.556  -0.629
O  0.980  4.278  1.677
O  2.516  5.599  0.417
O  0.483  6.467  0.901
S  0.503  -1.195  -0.095
O  0.513  -1.132  1.361
O  -0.705  -0.471  -0.546
O  1.615  -0.285  -0.564
O  0.620  -2.506  -0.690
C  0.152  -1.348  -5.901
C  0.027  -0.072  -6.451
C  -0.039  1.052  -5.655
C  -0.104  0.909  -4.268
C  0.078  -0.334  -3.698
C  0.185  -1.476  -4.507
N  -0.215  2.141  -3.483
O  -0.166  2.047  -2.262
O  -0.491  3.192  -4.013
H  0.183  -2.250  -6.495
H  0.147  0.030  -7.522
H  -0.092  2.019  -6.134
H  0.070  -0.351  -2.613
H  0.360  -2.410  -3.994
C  -0.180  -3.661  4.886
C  -1.455  -3.198  5.284
C  -1.765  -1.865  4.986
C  -0.811  -1.017  4.413
C  0.432  -1.478  4.070
C  0.734  -2.825  4.264
N  -1.132  0.398  4.205
O  -0.505  0.994  3.334
O  -1.899  0.982  4.939
H  -0.015  -4.728  4.968
H  -2.213  -3.771  5.795
H  -2.752  -1.481  5.206
H  1.157  -0.818  3.619
H  1.757  -3.076  4.024

Atomic forces in eV per Å
In 0.759 -0.829 -1.139
S 0.348 2.514 -1.102
O 0.193 -0.421 -0.021
O -1.019 -2.833 1.586
O 0.735 -0.946 -0.809
O -0.829 -0.326 0.194
S 0.299 0.871 0.965
O 0.152 -0.550 0.764
O -1.805 1.121 -0.287
O 1.043 1.353 0.024
O 0.085 -0.197 -0.203
C -0.344 0.087 1.265
C 0.731 -0.534 -0.278
C -0.520 0.142 -0.115
C 0.854 -0.011 -1.608
C -0.389 0.195 0.535
C 0.176 0.837 0.074
N -1.043 0.182 1.774
O 0.430 -0.596 -0.181
O 0.300 -0.071 -1.009
H 0.167 0.124 -0.248
H -0.315 0.144 -0.055
H 0.001 0.113 0.240
H 0.096 -0.411 -0.040
H -0.161 -0.165 -0.159
C -1.057 -0.434 -0.051
C 0.864 1.582 -0.967
C -0.011 -0.104 0.376
C -0.804 -0.630 0.381
C 0.287 -0.102 -0.227
C 0.038 0.829 0.613
N 0.724 0.971 -0.190
O 0.045 -0.214 -0.240
O -0.453 -0.757 0.148
H 0.442 0.034 0.232
H 0.182 -0.422 -0.153
H 0.046 0.125 0.096
H -0.062 -0.014 -0.016
H -0.185 -0.656 -0.168

Calculated values
strongest force on any atom: 0.066 Eh/bohr
Kohn-Sham gap: 3.53 eV
LUMO energy: -2.50 eV
highest occupied orbital energy: -6.037 eV
energy above the lowest of the compared OMol25 structures with the same formula, charge and spin: 0.000 eV
net charge: -1

Mulliken population analysis, charges in e, atoms 1 to 4:
1 In 1.35
2 S 1.30
3 O -0.52
4 O -0.56



[6]
The following is a quantum chemistry calculation of one molecule with the formula C12H10N2 at a distorted geometry, from OMol25.

Positions of all 24 atoms, in Å:
C  -1.512  -3.222  1.393
C  -0.435  -2.485  1.449
C  -0.044  -1.627  0.240
C  0.374  -0.171  0.731
C  1.272  -0.149  1.828
N  2.051  -0.101  2.654
C  -1.041  0.360  1.283
N  -1.487  1.302  0.579
C  -0.575  1.633  -0.389
C  -0.712  2.587  -1.351
C  0.243  2.652  -2.381
C  1.466  1.956  -2.294
C  1.676  1.042  -1.200
C  0.612  0.821  -0.344
H  -1.779  -3.918  2.262
H  -2.115  -3.148  0.451
H  0.258  -2.692  2.200
H  0.904  -1.972  -0.341
H  -0.834  -1.659  -0.381
H  -1.498  -0.130  2.204
H  -1.587  3.291  -1.415
H  -0.029  3.339  -3.202
H  2.310  1.865  -2.930
H  2.483  0.426  -1.050

Atomic forces in eV per Å
C -1.749 -1.247 0.313
C 0.801 0.047 -2.270
C 5.213 -0.216 2.594
C -3.489 -0.483 0.150
C 0.376 -0.311 -0.694
N 0.995 0.025 1.357
C 1.318 -1.001 0.835
N -1.744 0.293 1.286
C 2.047 -0.652 -0.838
C -0.801 0.986 -1.225
C 0.864 0.494 -0.129
C -0.674 -1.504 2.103
C -3.675 1.513 -0.410
C -0.866 1.231 -0.361
H 0.188 1.010 -1.658
H 0.052 -0.348 1.291
H 1.112 0.341 1.381
H -1.633 -0.031 1.088
H -2.623 0.624 -2.416
H 0.345 0.858 -1.511
H 0.849 -1.073 0.252
H 0.692 -0.498 0.366
H 0.109 0.960 -1.286
H 2.291 -1.020 -0.218

Calculated values
strongest force on any atom: 0.113 Eh/bohr
Kohn-Sham gap: 9.40 eV
LUMO energy: 0.27 eV
highest occupied orbital energy: -9.129 eV
SMILES string: C=CC[C@]1(C#N)C=Nc2ccccc21
energy above the lowest of the compared OMol25 structures with the same formula, charge and spin: 2.072 eV

Mulliken population analysis, charges in e, atoms 1 to 4:
1 C -0.63
2 C -0.28
3 C -0.79
4 C 1.79